C81H203F3N14O34S | ωB97M-V/def2-TZVPD

The calculation puts the energy above the lowest of the compared OMol25 structures with the same formula, charge and spin at 0.000 eV. The calculation puts the HOMO-LUMO gap at 8.754 eV. As for the HOMO energy: -8.3 eV.

Positions of all 336 atoms, in Å:
S (3.18, 0.12, 1.68)
F (4.77, 2.13, 2.29)
F (5.74, 0.60, 1.03)
F (5.36, 0.25, 3.13)
O (-3.28, -2.05, 3.89)
O (-5.05, 1.05, 5.89)
O (-0.81, 8.71, 3.48)
O (3.43, -1.31, 1.48)
O (3.77, 4.00, -2.52)
O (5.13, -3.42, -2.10)
O (1.58, 7.64, -1.60)
O (-1.96, -1.24, -3.17)
O (2.53, -3.44, -11.79)
O (3.47, 5.97, -6.26)
O (2.31, 0.44, 2.82)
O (-1.80, -6.35, 5.56)
O (-8.52, 4.14, 3.66)
O (-1.78, 4.58, -2.26)
O (-0.45, -1.72, 5.89)
O (2.90, -1.35, -3.98)
O (-0.04, 3.31, -2.26)
O (2.26, 5.03, 2.44)
O (2.90, 0.85, 0.47)
O (-4.23, 4.49, 1.82)
O (-3.56, 1.56, -0.50)
O (5.36, 2.06, -7.52)
O (-1.31, 0.65, 2.21)
O (-0.23, 4.69, -3.92)
O (-2.98, -3.26, 9.20)
O (4.57, 1.36, 6.74)
O (-0.82, -0.70, -9.01)
O (4.64, -7.15, -6.76)
O (2.13, -0.39, -5.82)
O (-1.48, -4.85, 0.86)
O (2.66, -5.54, 0.56)
O (-1.37, 3.11, 6.06)
O (-0.24, -6.13, -3.42)
O (2.43, 0.83, -4.05)
N (1.56, -3.88, 3.67)
N (-4.44, -0.32, 1.71)
N (0.21, 2.00, 0.23)
N (0.37, 6.72, 1.14)
N (-3.75, -5.23, 7.29)
N (2.18, 3.70, -4.86)
N (0.01, -2.73, -10.77)
N (-6.40, 3.76, 5.61)
N (-2.90, -2.88, -0.99)
N (1.84, 1.77, 7.42)
N (3.40, -1.63, -1.46)
N (5.53, 1.97, -3.88)
N (2.43, -7.06, -3.86)
N (-0.62, 4.14, 2.16)
C (-0.62, -0.18, 1.24)
C (-5.04, -0.82, 2.89)
C (-1.60, -1.26, -4.56)
C (-2.86, -3.26, 4.55)
C (1.58, -4.13, 2.21)
C (-0.96, -1.77, 7.23)
C (3.22, 3.08, -1.51)
C (-5.42, 3.16, 4.75)
C (-8.39, 2.92, 4.31)
C (-0.47, 0.66, -0.04)
C (0.74, -2.76, 4.11)
C (5.85, -3.88, -3.24)
C (2.80, 7.87, -2.34)
C (0.31, 8.69, 2.72)
C (2.73, -4.66, -11.12)
C (1.05, 2.79, 6.79)
C (2.26, 5.33, -6.65)
C (-2.78, -2.00, 9.90)
C (1.42, -3.44, -12.67)
C (-4.45, 2.30, 5.52)
C (0.15, -3.62, -11.87)
C (1.03, 3.13, -6.90)
C (-2.02, 3.85, 2.54)
C (-0.66, 0.03, -7.77)
C (0.23, 6.23, -0.22)
C (-4.25, 0.13, 6.59)
C (2.52, -0.33, -4.51)
C (0.19, 8.14, 1.23)
C (-3.13, -6.73, 5.39)
C (4.85, 0.83, 2.05)
C (2.49, -5.33, 1.95)
C (5.21, 4.05, -2.43)
C (1.80, 3.72, 2.89)
C (-0.43, 2.29, 6.78)
C (-4.78, 1.55, 0.08)
C (1.34, -7.84, -3.30)
C (1.41, 6.31, -1.17)
C (5.63, 1.50, -6.25)
C (-1.11, 0.32, 3.62)
C (-1.19, -2.03, -8.79)
C (0.33, 0.00, -1.15)
C (3.37, 7.35, -6.48)
C (-2.89, -4.75, 0.71)
C (3.21, -7.74, -4.82)
C (-1.19, -6.24, 0.70)
C (6.42, 2.80, -8.07)
C (-0.63, 4.19, -2.87)
C (3.43, -6.64, 0.25)
C (-1.18, -5.17, -2.82)
C (-9.18, 3.97, 2.40)
C (-7.65, 3.03, 5.65)
C (2.27, 3.85, -6.33)
C (2.32, 0.69, 6.54)
C (5.92, 2.72, -2.65)
C (-3.80, -6.59, 6.76)
C (5.77, 1.87, 6.09)
C (-3.55, 1.90, -1.85)
C (-1.51, 4.34, 6.66)
C (-2.88, 4.57, 1.50)
C (-4.61, -2.12, 3.47)
C (5.87, 2.54, -5.13)
C (3.83, -3.87, -2.26)
C (-4.86, 1.05, 1.50)
C (3.66, 5.27, 2.81)
C (-4.37, -3.59, 9.05)
C (3.74, -6.63, -5.80)
C (-3.30, -3.27, 0.34)
C (0.30, 3.74, 3.24)
C (-4.40, -5.06, 8.60)
C (1.38, -3.24, -1.69)
C (2.92, -3.01, -1.37)
C (-3.32, -1.61, -3.00)
C (4.17, -8.09, -7.67)
C (3.56, 1.04, 5.78)
C (0.43, -2.87, 5.61)
C (-1.02, 7.46, 4.05)
C (-1.08, -6.44, 4.38)
C (-1.30, -2.66, -10.17)
C (-3.57, -1.69, -1.51)
C (-4.94, 5.40, 1.06)
C (0.28, -7.04, -2.57)
H (2.09, -4.73, -10.24)
H (2.49, -0.23, 7.11)
H (-1.81, -0.44, 3.96)
H (6.94, 2.88, -5.05)
H (-3.31, -5.36, -0.07)
H (1.01, 8.02, 3.26)
H (-4.66, -1.69, -1.35)
H (-5.23, -2.36, 4.34)
H (1.37, -2.68, 6.20)
H (-3.25, -5.05, 1.68)
H (-0.58, 6.82, -0.66)
H (4.10, -9.10, -7.25)
H (1.06, -2.52, -2.43)
H (6.89, -3.92, -2.93)
H (0.22, 2.59, -0.68)
H (-0.92, -7.49, 4.08)
H (3.47, -5.02, 2.39)
H (3.91, 0.22, 5.10)
H (3.52, -3.76, -3.33)
H (2.21, 3.46, -1.21)
H (3.80, 2.99, -0.62)
H (-3.22, -7.79, 5.02)
H (-1.80, -6.83, 1.39)
H (-3.34, -0.11, 5.94)
H (5.70, -3.22, -4.10)
H (-0.14, -5.94, 4.52)
H (1.40, -2.50, -13.25)
H (2.59, -8.41, -5.42)
H (3.77, -4.69, -10.76)
H (3.20, 3.37, -6.69)
H (-1.32, -1.03, 1.05)
H (-6.12, -0.90, 2.60)
H (-8.62, 3.46, 1.66)
H (6.43, 2.28, 6.84)
H (-2.35, 4.81, 6.21)
H (-2.23, 5.13, -2.88)
H (-2.17, -5.69, -2.89)
H (-2.60, 5.57, 1.50)
H (-8.28, 3.51, 6.39)
H (2.49, 7.82, -6.04)
H (-5.92, 1.05, 1.78)
H (-0.77, 2.25, 7.84)
H (-0.52, -1.32, -4.71)
H (0.35, 0.61, -2.04)
H (6.98, 2.90, -2.71)
H (0.53, -4.33, 1.88)
H (-3.34, -7.32, 7.47)
H (-0.65, 4.97, 6.43)
H (-0.47, 5.14, 1.87)
H (1.42, -4.27, -2.06)
H (5.47, 4.78, -3.18)
H (0.34, -0.55, 1.58)
H (-0.09, 0.11, 3.85)
H (6.56, 0.97, -6.31)
H (2.14, 2.96, 2.18)
H (-0.89, -5.00, -1.80)
H (-3.27, -0.79, -1.10)
H (4.04, -8.31, -4.41)
H (3.69, 7.52, -1.79)
H (-1.68, -3.68, -10.01)
H (-4.00, -0.93, -3.54)
H (3.74, -4.92, -2.05)
H (1.18, 5.61, -1.98)
H (6.16, 1.09, 5.47)
H (-1.98, 7.49, 4.56)
H (-0.49, -7.68, -2.10)
H (4.47, -6.40, 0.54)
H (-5.73, 2.48, 3.93)
H (-9.27, 4.99, 2.10)
H (-3.79, 0.54, 7.48)
H (2.31, 5.91, -0.66)
H (1.99, -6.26, -4.35)
H (1.25, 2.94, 5.70)
H (-0.21, -2.84, 3.57)
H (-2.62, 4.21, 0.45)
H (-1.08, 6.69, 3.27)
H (2.17, 5.43, -7.74)
H (0.11, -4.64, -11.43)
H (2.79, 7.36, -3.36)
H (2.35, 3.49, 3.82)
H (-3.53, 2.12, 4.92)
H (1.18, -1.78, 3.88)
H (0.25, 4.41, 4.10)
H (-1.46, 0.94, -0.39)
H (0.00, -1.73, 7.84)
H (1.02, 3.71, 7.29)
H (-0.57, 1.27, 6.41)
H (-10.20, 3.52, 2.47)
H (-4.04, 2.85, -2.02)
H (3.75, 6.29, 2.46)
H (-0.36, 1.04, -8.03)
H (2.14, 2.72, -4.68)
H (5.49, -4.87, -3.52)
H (2.64, 2.18, 7.90)
H (-2.55, 1.84, -2.26)
H (-4.17, 1.10, -2.34)
H (1.77, -8.60, -2.65)
H (-5.20, 2.56, 0.01)
H (-4.83, -6.92, 6.74)
H (-2.22, 2.80, 2.45)
H (-6.63, 4.68, 5.30)
H (7.39, 2.23, -8.03)
H (-1.88, -0.35, -5.07)
H (-1.68, -5.96, 3.58)
H (2.57, -5.51, -11.81)
H (-1.66, 0.04, -7.22)
H (3.22, -1.25, -2.50)
H (1.55, -4.27, -13.40)
H (5.21, 3.41, -5.43)
H (-4.68, -2.98, 2.78)
H (-1.81, -3.21, 4.85)
H (-5.47, 0.83, -0.40)
H (-3.43, -0.40, 1.78)
H (-4.82, 6.44, 1.46)
H (-4.36, -3.09, 0.43)
H (2.97, 4.05, -4.27)
H (5.48, 2.71, 5.44)
H (0.90, 8.73, 0.63)
H (3.10, -3.40, -0.33)
H (3.84, 5.28, 3.92)
H (-1.46, -2.70, 7.51)
H (-2.11, -2.03, -5.14)
H (5.68, 2.04, -1.79)
H (-3.03, -4.03, 3.83)
H (-0.16, 5.21, -0.15)
H (1.32, -0.16, -0.72)
H (-2.81, -4.95, 7.45)
H (6.59, 3.68, -7.49)
H (-4.91, -3.44, 10.01)
H (2.39, -1.19, -6.16)
H (3.23, -7.79, -8.17)
H (3.09, -7.57, 0.69)
H (2.53, -3.70, 3.89)
H (-3.58, -3.45, 5.35)
H (0.37, -1.79, -10.89)
H (1.17, 1.76, 0.48)
H (-4.53, 5.50, 0.04)
H (4.27, 7.80, -6.08)
H (2.95, -6.07, -6.31)
H (4.42, -1.65, -1.30)
H (-2.03, -2.09, -10.80)
H (4.95, -8.09, -8.43)
H (-5.99, 5.09, 1.09)
H (-4.88, 3.97, 4.26)
H (-1.50, -6.60, -0.29)
H (4.83, 0.77, -6.09)
H (-0.71, -3.58, -12.59)
H (1.17, 2.12, -6.55)
H (0.90, 3.19, -8.00)
H (6.23, 3.07, -9.09)
H (-3.22, -1.20, 9.29)
H (-0.83, 8.40, 0.89)
H (2.19, -6.27, 2.41)
H (-3.33, -2.07, 10.84)
H (-9.41, 2.51, 4.55)
H (-3.62, -6.00, 4.64)
H (-1.58, -0.94, 7.49)
H (1.34, 6.51, 1.38)
H (-7.90, 2.15, 3.70)
H (3.42, -6.65, -0.83)
H (0.08, -0.47, -7.11)
H (3.34, 7.56, -7.56)
H (-1.42, 1.22, 4.16)
H (0.78, -3.10, -0.83)
H (0.00, 2.75, 3.53)
H (2.90, 8.97, -2.45)
H (3.01, -0.96, -0.78)
H (0.83, -8.32, -4.14)
H (-0.31, 2.54, 1.00)
H (1.94, -3.29, 1.63)
H (-1.18, -4.22, -3.37)
H (-1.63, 4.18, 7.76)
H (-4.83, -0.75, 6.82)
H (5.43, 4.36, -1.39)
H (-3.40, -2.61, -3.44)
H (4.41, 4.64, 2.41)
H (3.44, 1.93, 5.18)
H (0.71, 9.68, 2.79)
H (-4.14, 2.82, 6.43)
H (-0.15, -6.52, 0.81)
H (1.52, 0.32, 5.89)
H (4.53, 1.83, -3.72)
H (-7.54, 2.01, 6.03)
H (-1.72, -1.78, 10.09)
H (-2.24, 4.23, 3.52)
H (-4.98, -0.09, 3.74)
H (-4.70, -3.04, 8.20)
H (1.30, 4.19, -4.51)
H (-0.09, -0.96, -1.42)
H (3.04, 2.08, -1.87)
H (-0.21, 7.14, 4.70)
H (1.42, 5.72, -6.04)
H (0.17, 3.53, -6.41)
H (-5.40, -5.47, 8.49)
H (0.03, -3.81, 5.98)
H (-2.08, -2.06, -8.23)
H (-4.44, 1.77, 2.20)
H (0.80, -6.53, -1.73)
H (4.38, -5.96, -5.23)
H (-2.83, -2.71, 1.16)
H (-1.88, -2.80, -1.14)
H (-4.01, -5.70, 9.44)
H (-0.40, -2.55, -8.27)